{
  "formula": "C28H18AuN4O4",
  "method": "ωB97M-V/def2-TZVPD",
  "species": ["Au", "N", "C", "C", "C", "C", "C", "C", "C", "C", "C", "H", "H", "H", "H", "C", "C", "N", "C", "C", "C", "C", "C", "C", "C", "C", "N", "C", "N", "H", "H", "H", "H", "H", "H", "H", "H", "H", "O", "C", "O", "C", "C", "C", "C", "O", "C", "O", "C", "C", "H", "H", "H", "H", "H"],
  "positions_angstrom": [[-0.922, -0.691, 1.020], [-1.133, 1.362, 10.646], [-1.016, 1.195, 9.513], [-0.877, 0.974, 8.134], [-1.589, 1.751, 7.210], [-1.482, 1.490, 5.865], [-0.672, 0.446, 5.388], [0.081, -0.285, 6.321], [-0.020, -0.032, 7.668], [-0.653, 0.125, 4.021], [-0.687, -0.201, 2.849], [-2.222, 2.555, 7.565], [-2.025, 2.086, 5.147], [0.745, -1.056, 5.959], [0.558, -0.605, 8.383], [2.699, 1.586, -2.189], [1.747, 1.348, -1.210], [1.623, 0.188, -0.589], [2.414, -0.804, -0.932], [3.418, -0.687, -1.901], [3.557, 0.554, -2.521], [4.387, -1.742, -2.183], [4.161, -3.035, -2.442], [2.870, -3.668, -2.649], [2.775, -5.063, -2.756], [1.524, -5.577, -3.052], [0.460, -4.804, -3.200], [0.643, -3.502, -3.042], [1.788, -2.901, -2.798], [2.770, 2.551, -2.669], [1.065, 2.127, -0.905], [2.270, -1.731, -0.396], [4.324, 0.693, -3.272], [5.420, -1.404, -2.167], [5.013, -3.694, -2.574], [3.636, -5.701, -2.622], [1.361, -6.641, -3.183], [-0.229, -2.869, -3.126], [-2.907, -1.585, -2.474], [-2.235, -0.847, -1.760], [-1.375, -1.245, -0.921], [-2.414, 0.669, -1.975], [-1.731, 1.622, -1.236], [-1.878, 2.987, -1.470], [-2.731, 3.357, -2.479], [-3.052, 4.625, -2.934], [-3.938, 4.428, -4.011], [-4.187, 3.057, -4.185], [-3.421, 2.408, -3.231], [-3.289, 1.064, -2.995], [-1.071, 1.285, -0.447], [-1.346, 3.724, -0.888], [-3.494, 4.845, -4.933], [-4.889, 4.952, -3.811], [-3.824, 0.317, -3.560]],
  "mulliken_charge": [-0.01, -0.57, 0.14, 0.52, -0.50, -0.58, 0.14, -0.55, -0.49, 2.31, -2.16, 0.42, 0.44, 0.44, 0.41, -0.67, -0.28, -0.21, -0.31, 0.49, -0.37, -0.66, -0.63, 1.08, -0.75, -0.12, -0.59, -0.17, -0.30, 0.39, 0.42, 0.40, 0.44, 0.40, 0.26, 0.36, 0.40, 0.41, -0.73, 0.52, -0.66, 0.34, -0.21, -1.58, 1.23, -0.50, -0.24, -0.49, 1.19, -1.25, 0.06, 0.42, 0.24, 0.23, 0.50],
  "homo_lumo_gap_ev": 7.2,
  "relative_energy_ev": 0.454,
  "charge": -1,
  "max_force_ha_per_bohr": 0.02455,
  "energy_ha": -1733.4863
}